Computed, not measured: a molecular structure, C31H54ClF4N3O9P3S2 in a non-equilibrium geometry, with wB97M-V/def2-TZVPD.

Geometry (Å):
C: 0.78864 -0.19895 5.04887
C: 2.24225 -0.10151 4.76775
C: 3.06175 1.06936 3.98163
C: 3.05536 0.93435 2.30939
C: 1.41732 1.06748 1.98293
C: 0.59646 2.28311 2.68609
C: -0.57527 2.74635 1.58376
C: -2.04013 2.90763 2.30257
N: -3.15688 2.09783 1.61485
C: -3.85097 0.84975 2.18674
C: -5.02665 0.34270 1.12685
C: -4.93040 1.40682 -0.11858
C: -3.73144 2.45653 0.26273
N: 3.70058 2.11414 1.66598
Cl: 4.66599 3.13305 2.75035
C: 4.50350 2.05228 0.42404
C: 4.12201 3.44958 -0.42542
O: 5.29887 4.06009 -1.10407
C: 5.37493 5.50711 -0.85230
C: 4.61974 0.70492 -0.45239
P: 6.48633 0.52364 -1.00531
O: 7.25497 1.85605 -1.25656
P: 3.79455 0.79540 -2.22306
S: 4.85223 1.89262 -3.49696
C: 4.00231 -0.66227 0.21004
S: 2.26458 -0.93606 -0.56125
C: 4.75630 -2.06747 -0.21436
O: 6.03631 -2.41856 0.10691
N: 4.15112 -3.24129 -0.94350
C: 4.39828 -3.30804 -2.39747
O: 5.33880 -2.63099 -3.09207
F: 3.50663 -4.19137 -3.23285
C: 3.67371 -0.56283 1.85534
C: 4.98647 -0.99513 2.78502
C: 6.22194 0.05502 2.81656
C: 7.58733 -0.84582 3.17397
F: 8.56155 0.12091 3.75897
F: 7.27680 -1.81936 4.28331
F: 8.16890 -1.52383 1.99607
O: 2.64748 -1.57909 1.95433
C: 2.74040 -2.72369 2.75384
C: 3.48195 -4.07558 2.15974
H: 0.32855 0.25477 6.03461
H: -0.00248 -0.67591 4.29364
H: 2.88584 -0.97881 5.26421
H: 2.66641 2.08990 4.38283
H: 4.16454 1.00693 4.43827
H: 0.79839 0.11263 2.23415
H: 1.39127 1.36373 0.82441
H: 1.26609 3.25865 2.82773
H: 0.01225 2.04252 3.66059
H: -0.71292 1.92393 0.72946
H: -0.31169 3.80418 1.09787
H: -2.08107 2.59715 3.43066
H: -2.38183 4.04994 2.26869
H: -3.59505 0.32584 3.22195
H: -5.78845 -0.55911 1.23289
H: -5.55884 1.48636 -1.10740
H: -3.27373 3.38175 -0.28752
H: 2.90483 2.79564 1.45459
H: 5.63520 2.30258 0.73226
H: 3.82905 4.34225 0.31993
H: 3.18116 3.33282 -1.10664
H: 6.34583 5.89119 -1.43087
H: 5.53608 5.79359 0.27080
H: 4.46860 6.04193 -1.36399
H: 7.28689 -0.17347 0.01208
H: 6.51628 -0.32561 -2.19765
H: 2.49384 1.40575 -2.20738
H: 3.82617 -0.51269 -2.89652
H: 2.31437 -1.59782 -1.77136
H: 3.26784 -3.59970 -0.57721
H: 5.42412 -2.05138 2.53134
H: 4.68453 -1.13156 3.93725
H: 6.45943 0.64032 1.84649
H: 6.18977 0.86035 3.69287
H: 3.11194 -2.63553 3.88351
H: 1.61329 -3.11099 2.91179
H: 3.49009 -4.85769 3.06164
H: 4.59404 -3.93359 1.84578
H: 2.79449 -4.54619 1.33806
O: -7.40954 0.23299 -3.21670
P: -8.45066 -0.52736 -4.07430
O: -8.48521 -1.83220 -3.04050
C: -8.71745 -1.63748 -1.65580
C: -10.19447 -1.47554 -1.37305
O: -7.32210 -1.10666 -5.15590
C: -6.27262 -0.24091 -5.57078
C: -4.99265 -0.58660 -4.82434
O: -9.61389 -1.37689 -5.03248
C: -9.57711 -2.78435 -5.22202
C: -10.74061 -3.41008 -4.46933
H: -8.15620 -0.78364 -1.26808
H: -8.34244 -2.52456 -1.13499
H: -10.62735 -0.67559 -1.98197
H: -10.36530 -1.25161 -0.31683
H: -10.73405 -2.39676 -1.61738
H: -6.55012 0.80810 -5.42605
H: -6.12233 -0.38516 -6.64653
H: -5.15786 -0.69103 -3.75068
H: -4.22901 0.18204 -4.99137
H: -4.59904 -1.54557 -5.17470
H: -8.62201 -3.22728 -4.92465
H: -9.69384 -2.97059 -6.29478
H: -11.31087 -2.67236 -3.89651
H: -10.38149 -4.18333 -3.78172
H: -11.43151 -3.89710 -5.16481

Gap between HOMO and LUMO: 4.75 eV
Calculated total energy: -4733.85734 a.u.
HOMO energy: -9.71 eV
Net charge: +1
E_LUMO: -4.96 eV